[1]
DFT (ωB97M-V/def2-TZVPD) results for a structure of composition C8H15BF9N3O7SSi2.

Each line ends with the Löwdin charge.
Atoms and positions in Å:
C1 5.8315 1.1183 1.5306  -0.1575
N1 5.8887 0.4276 0.2085  -0.1894
C2 5.1524 -0.8707 0.1910  -0.2922
Si1 3.3830 -0.8235 0.9214  0.5496
O1 2.5315 0.6807 0.7039  -0.1548
C3 2.8775 1.3218 -0.5048  -0.2973
N2 3.3593 2.0846 -1.3222  0.1600
O2 2.5394 -2.2350 0.3542  -0.2883
Si2 0.8491 -1.9689 0.0984  0.4853
O3 0.6485 -0.8450 -1.2357  -0.1871
B1 0.1308 -3.6832 -0.5852  -0.4833
N3 0.5631 -4.0345 -1.9947  0.1085
O4 -0.7647 -4.5401 0.1585  0.0362
S1 -0.2617 -1.3653 1.8644  0.7278
O5 0.1791 -0.0645 2.4883  -0.3435
O6 -0.0115 -2.4537 2.9099  -0.3331
C4 -2.1171 -1.2749 1.6423  -0.3289
F1 -2.6902 -2.5733 1.9162  0.0462
F2 -2.6049 -0.4357 2.7121  0.0564
C5 -2.6130 -0.6625 0.2463  -0.1836
F3 -1.7601 0.4727 -0.0124  0.0748
F4 -2.5327 -1.6049 -0.8467  0.0704
C6 -4.1752 -0.1779 0.2589  -0.1655
F5 -4.7157 -0.4972 -1.0431  0.0706
F6 -4.9687 -0.9223 1.1823  0.1014
C7 -4.3434 1.4202 0.4063  -0.2796
F7 -5.7627 1.6471 0.5295  0.0755
F8 -3.7574 1.9666 1.5660  0.1216
F9 -3.9743 2.1166 -0.7949  0.0891
H1 5.8506 0.4240 2.4371  0.0905
H2 6.7976 1.7594 1.6033  0.0939
H3 4.9652 1.8807 1.5435  0.0855
H4 5.6443 1.0416 -0.5785  0.0811
H5 5.0879 -1.3749 -0.8359  0.0971
H6 5.7633 -1.5979 0.8621  0.1118
H7 3.5309 -0.9975 2.3851  0.0409
H8 1.5125 -0.7801 -1.7218  0.0719
H9 -0.2220 -3.8615 -2.6544  0.0946
H10 1.2847 -3.3361 -2.2809  0.0570
H11 -1.6819 -4.1663 0.1138  0.0966
C8 -4.0145 5.0717 -2.2855  -0.1662
O7 -4.6436 4.2353 -3.2444  -0.1284
H12 -3.3756 5.7860 -2.8057  0.0801
H13 -4.7738 5.6138 -1.7159  0.0774
H14 -3.4044 4.4646 -1.6124  0.0607
H15 -5.2018 3.6142 -2.7585  0.0661

Atoms 1-3, force components in eV/Å:
C 0.89 1.71 -0.43
N -0.30 -0.90 0.40
C 0.24 -0.45 -0.24

## Properties
Charge: 0
HOMO-LUMO gap (eV): 7.64
LUMO (hartree): -0.0493
M (g/mol): 535.3


[2]
DFT (ωB97M-V/def2-TZVPD) results for the ion C8H15BNO3 with charge -1.

Each line ends with the Löwdin charge.
Atoms and positions in Å:
B1 1.6496 -0.9490 1.3551  -0.5882
C1 -0.2784 2.2124 1.6169  -0.6658
C2 -1.3783 -0.0858 -0.2936  -0.1573
C3 -0.8823 -0.7717 0.9700  -0.1079
C4 0.3921 1.2577 0.5149  -0.1281
C5 -0.5009 1.1221 -0.7443  -0.4210
C6 1.5156 -2.4624 1.9582  -0.0259
C7 -1.4512 2.4550 -1.0237  -0.0046
C8 0.4503 0.7184 -1.8325  -0.0527
N1 0.5538 -0.2148 0.9016  0.0493
O1 -0.9650 1.7543 2.5541  -0.0607
O2 -0.0743 3.4246 1.3633  -0.0754
O3 2.9435 -0.4135 1.1385  0.0852
H1 -1.4521 -0.7007 -1.1123  0.0669
H2 -2.4598 0.1837 -0.1314  0.1217
H3 -1.3547 -0.2576 1.9515  0.1486
H4 -0.9013 -1.8695 0.8266  0.1072
H5 1.3245 1.6841 0.2428  0.1214
H6 1.2607 -3.2499 1.2458  0.0441
H7 0.7496 -2.5143 2.7171  0.0422
H8 2.3739 -2.9405 2.4340  0.0369
H9 -2.1911 2.4765 -0.2362  0.0678
H10 -1.7976 2.3744 -2.0685  0.0650
H11 -0.7182 3.2343 -0.9506  0.0511
H12 1.3978 1.2369 -1.8382  0.0823
H13 0.1304 0.6159 -2.8065  0.0431
H14 0.7319 -0.3085 -1.5157  0.0951
H15 3.5435 -1.1528 1.0743  0.0598

Atoms 1-3, force components in eV/Å:
B 0.53 -0.18 -0.49
C 0.21 0.52 -0.21
C -2.73 1.73 0.78

## Properties
Charge: -1
HOMO-LUMO gap (eV): 7.18
SMILES: CB(O)N1CCC(C)(C)[C@H]1C(=O)[O-]
LUMO (hartree): 0.1106
M (g/mol): 184.0


[3]
DFT (ωB97M-V/def2-TZVPD) results for a cluster of 2 separate species, C8H15BO3 in total.

Each line ends with the Löwdin charge.
Atoms and positions in Å:
B1 0.6278 0.2883 -0.8157  -0.2747
C1 -2.5000 0.5592 -3.3018  -0.0102
C2 -2.4504 0.9260 -2.0834  -0.0753
C3 1.0764 -1.5592 0.4947  -0.0873
C4 2.0584 -0.4573 0.8023  -0.5383
C5 3.5288 -0.7503 0.5386  -0.0182
C6 1.9632 0.1710 2.1971  -0.0134
C7 -3.1076 1.2507 -0.8603  -0.2390
C8 -2.3433 0.7256 0.3333  -0.3271
O1 0.3601 -1.1297 -0.6955  -0.0127
O2 1.6437 0.6239 -0.0626  0.0960
O3 -2.2168 -0.6579 0.2235  -0.0695
H1 -3.3842 0.4746 -3.9322  0.0690
H2 -1.5228 0.3820 -3.6936  0.0476
H3 1.4617 -2.5414 0.3697  0.1270
H4 0.3713 -1.5262 1.3568  0.1410
H5 4.0947 -1.1606 1.4220  0.0981
H6 4.0716 0.2358 0.2381  0.1309
H7 3.6337 -1.5770 -0.1767  0.0842
H8 2.6940 0.9452 2.1925  0.0744
H9 2.0757 -0.6426 2.9887  0.1228
H10 1.0035 0.7341 2.2800  0.1041
H11 -4.1184 0.8738 -0.7081  0.1157
H12 -3.3539 2.3856 -0.6435  0.1570
H13 -2.9931 0.9966 1.2693  0.1445
H14 -1.3668 1.3055 0.3551  0.1089
H15 -1.3074 -0.8757 -0.0883  0.0449

Atoms 1-3, force components in eV/Å:
B -0.96 -2.63 -0.87
C 0.11 -0.15 -1.22
C 0.02 0.57 1.22

## Properties
Charge: 0
HOMO-LUMO gap (alpha / beta) (eV): 7.22 / 9.13
LUMO (alpha / beta) (hartree): -0.0213 / 0.0177
Relative energy (zero: lowest compared OMol25 entry of this formula, charge and spin) (kcal/mol): 95.86
M (g/mol): 170.0


[4]
DFT (ωB97M-V/def2-TZVPD) results for a cluster of 3 separate species, C8H15Br5IN4 in total.

Each line ends with the Löwdin charge.
Atoms and positions in Å:
Br1 -1.2068 -2.1691 2.7232  0.5359
C1 -1.1860 -0.7316 1.3198  -0.6103
C2 -2.0304 0.6249 1.7808  -0.2396
C3 -3.2419 0.8686 0.7035  -0.1411
C4 -4.5097 -0.1625 0.8357  -0.0381
N1 -4.4216 -1.6344 0.4824  0.0995
N2 -5.6795 -2.2016 0.6714  0.0603
N3 -6.5295 -1.1840 1.1119  -0.6027
I1 -8.5594 -1.5288 1.4818  0.9646
N4 -5.9546 0.0875 1.2529  0.0920
H1 -1.6199 -1.0924 0.2682  0.0828
H2 -0.0566 -0.4172 1.1199  -0.0196
H3 -2.4463 0.5671 2.8748  0.1134
H4 -1.2609 1.5262 1.6367  0.1361
H5 -3.5956 1.9905 0.7024  0.1310
H6 -2.7697 0.6808 -0.3761  0.1463
H7 -6.3814 0.9901 1.5607  0.1810
Br2 2.3091 0.3724 0.4326  0.6343
C5 2.8807 -1.4251 0.9300  -0.6582
C6 3.2416 -2.2415 -0.2898  -0.6798
Br3 1.6445 -2.8591 -1.2231  0.6028
H8 2.0749 -1.8636 1.5239  0.0405
H9 3.7578 -1.2775 1.5679  0.0665
H10 3.7719 -3.1532 0.0010  0.0660
H11 3.8444 -1.6915 -1.0175  0.0271
Br4 4.0389 1.9120 -4.8604  0.6066
C7 4.0073 2.3684 -2.9640  -0.7059
C8 5.4004 2.3657 -2.3775  -0.6888
Br5 6.0327 0.5467 -2.0699  0.6001
H12 3.3291 1.6633 -2.4771  0.0238
H13 3.5733 3.3723 -2.9211  0.0589
H14 5.4029 2.8387 -1.3910  0.0586
H15 6.1404 2.8580 -3.0142  0.0559

Atoms 1-3, force components in eV/Å:
Br -0.10 1.03 -1.19
C 0.29 1.49 -1.26
C 0.42 -0.38 -0.59

## Properties
Charge: +1
HOMO-LUMO gap (eV): 5.81
LUMO (hartree): -0.2100
M (g/mol): 693.7